No. 1
Density functional theory data (ωB97M-V with the def2-TZVPD basis set) for 2 unconnected molecules or ions with the total composition C2H3BrF2S in a non-equilibrium geometry.

Atoms and positions in Å:
C (-0.11383, 0.27127, 0.32994)
C (1.05487, -2.39224, 1.13340)
F (1.41650, -2.64287, 2.39735)
F (0.52078, -3.51554, 0.61872)
S (1.22816, 0.73486, -0.53520)
Br (2.64371, -1.91868, 0.08877)
H (-0.85595, -0.39171, -0.07741)
H (-0.18598, 0.56775, 1.35890)
H (0.85710, 0.21328, -1.71565)

Values from the calculation:
relative energy (zero: lowest compared OMol25 entry of this formula, charge and spin) = 309.10 kJ/mol
charge = 0
gap between HOMO and LUMO (spin up / spin down) = 9.120 / 6.303 eV
electronic energy = -3249.79355 a.u.
E_HOMO (spin up / spin down) = -9.2 / -7.5 eV

No. 2
Density functional theory data (ωB97M-V with the def2-TZVPD basis set) for a molecular structure, C2H3BrFI in a non-equilibrium geometry.

Atoms and positions in Å:
C (-0.74109, -0.21560, 0.24883)
C (0.64724, 0.14926, -0.20624)
F (0.79018, 0.17661, -1.67514)
Br (0.94520, 1.98996, 0.20002)
I (2.05923, -1.30994, 0.38782)
H (-1.02336, -0.28898, 1.32244)
H (-1.51402, 0.62943, -0.06480)
H (-1.16339, -1.13074, -0.21292)

Values from the calculation:
relative energy (zero: lowest compared OMol25 entry of this formula, charge and spin) = 41.61 kJ/mol
charge = 0
gap between HOMO and LUMO = 9.986 eV
electronic energy = -3049.54751 a.u.
E_HOMO = -10.0 eV

No. 3
Density functional theory data (ωB97M-V with the def2-TZVPD basis set) for 2 unconnected molecules or ions with the total composition C2H3BrINO3 in a non-equilibrium geometry.

Atoms and positions in Å:
C (0.83020, -0.19929, -0.76650)
C (-0.20735, 0.64888, -0.20540)
N (-0.55022, 0.62149, 1.19221)
O (-0.04998, -0.33261, 1.74219)
O (-1.02271, 1.66879, 1.61320)
O (1.10648, -1.51611, -0.28286)
Br (-0.66698, 2.23852, -1.05957)
I (-2.77827, -1.56152, -0.45785)
H (0.67940, -0.21661, -1.81106)
H (1.79134, 0.25777, -0.56347)
H (0.86809, -1.60933, 0.59910)

Values from the calculation:
relative energy (zero: lowest compared OMol25 entry of this formula, charge and spin) = 0.00 kJ/mol
charge = 0
2S+1 = 3
gap between HOMO and LUMO (spin up / spin down) = 9.227 / 6.687 eV
electronic energy = -3229.98092 a.u.
expectation value of S² = 2.009
E_HOMO (spin up / spin down) = -9.1 / -10.2 eV

No. 4
Density functional theory data (ωB97M-V with the def2-TZVPD basis set) for a molecular structure, C2H3BrN2 in a non-equilibrium geometry.

Atoms and positions in Å:
C (0.13167, -0.97705, -0.07871)
C (-0.85766, -0.04262, 0.06654)
N (1.03077, 0.10169, -0.22285)
N (0.08828, 1.07422, 0.14882)
Br (-2.64587, -0.02842, 0.22012)
H (0.38047, -2.08264, 0.20648)
H (1.83245, 0.21057, 0.28716)
H (0.03990, 1.74426, -0.62756)

Values from the calculation:
relative energy (zero: lowest compared OMol25 entry of this formula, charge and spin) = 108.61 kJ/mol
charge = 0
gap between HOMO and LUMO = 9.277 eV
electronic energy = -2761.41447 a.u.
E_HOMO = -8.3 eV

No. 5
Density functional theory data (ωB97M-V with the def2-TZVPD basis set) for 2 unconnected molecules or ions with the total composition C2H3BrN2O in a non-equilibrium geometry.

Atoms and positions in Å:
C (-0.89285, 2.33535, 0.13574)
C (-1.74362, -1.36380, -0.04683)
N (-1.31767, 1.19143, 0.17167)
N (-1.14596, -0.17009, -0.19028)
O (-0.82699, 3.50625, 0.21138)
Br (5.65246, -0.50806, 0.14568)
H (-2.72199, -1.49952, 0.29235)
H (-1.35851, -2.18612, -0.77350)
H (4.35513, -1.30546, 0.05380)

Values from the calculation:
relative energy (zero: lowest compared OMol25 entry of this formula, charge and spin) = 144.71 kJ/mol
charge = 0
SMILES = C=NN=C=O.Br
gap between HOMO and LUMO = 9.451 eV
electronic energy = -2836.64639 a.u.
E_HOMO = -9.4 eV

No. 6
Density functional theory data (ωB97M-V with the def2-TZVPD basis set) for a single C2H3BrN2O2 molecule in a non-equilibrium geometry.

Atoms and positions in Å:
C (-0.04491, -0.83568, -0.66624)
C (-1.07976, -0.58624, 0.45341)
N (0.08815, 0.63161, -0.64749)
N (1.10014, 1.10925, 0.21258)
O (1.25012, 0.68417, 1.29761)
O (1.79295, 1.95815, -0.36031)
Br (-2.76038, 0.04632, 0.07460)
H (0.73818, -1.48974, -0.29191)
H (-0.33595, -1.00362, -1.60994)
H (-0.74854, -0.51422, 1.53767)

Values from the calculation:
relative energy (zero: lowest compared OMol25 entry of this formula, charge and spin) = 243.17 kJ/mol
charge = 0
gap between HOMO and LUMO (spin up / spin down) = 8.761 / 8.756 eV
electronic energy = -2911.78410 a.u.
E_HOMO (spin up / spin down) = -9.6 / -9.6 eV

No. 7
Density functional theory data (ωB97M-V with the def2-TZVPD basis set) for 2 unconnected molecules or ions with the total composition C2H3BrN4 in a non-equilibrium geometry.

Atoms and positions in Å:
C (0.34065, -1.52185, 0.10481)
C (-0.42355, 1.26790, -0.00379)
N (-0.59321, -2.31185, 0.01429)
N (-1.32819, 0.49005, -0.10587)
N (0.29520, 2.23281, 0.09979)
N (1.12530, -0.66654, 0.40534)
Br (2.88709, -0.44783, 0.03795)
H (-2.30950, 0.69463, -0.06167)
H (1.31914, 2.17202, 0.14908)
H (-1.31294, -1.90934, -0.63993)

Values from the calculation:
relative energy (zero: lowest compared OMol25 entry of this formula, charge and spin) = 145.35 kJ/mol
charge = 0
SMILES = N=C=NBr.N=C=N
gap between HOMO and LUMO = 9.435 eV
electronic energy = -2870.94554 a.u.
E_HOMO = -9.7 eV

No. 8
Density functional theory data (ωB97M-V with the def2-TZVPD basis set) for a molecular structure, C2H3BrO in a non-equilibrium geometry.

Atoms and positions in Å:
C (0.59425, -0.65856, -0.00467)
C (-0.22768, 0.55576, 0.07675)
O (1.46839, -0.92726, -0.77954)
Br (-2.01334, -0.13519, -0.44282)
H (0.21355, -1.35958, 0.91224)
H (-0.35772, 0.96345, 0.99175)
H (0.32254, 1.56137, -0.75371)

Values from the calculation:
relative energy (zero: lowest compared OMol25 entry of this formula, charge and spin) = 177.94 kJ/mol
charge = 0
gap between HOMO and LUMO = 10.378 eV
electronic energy = -2727.18813 a.u.
E_HOMO = -10.4 eV

No. 9
Density functional theory data (ωB97M-V with the def2-TZVPD basis set) for a molecular structure, C2H3BrOS in a non-equilibrium geometry.

Atoms and positions in Å:
C (0.19780, -1.51783, -0.04715)
C (-1.17282, 0.31201, 0.05939)
O (-0.97849, -1.06033, -0.03774)
S (1.68920, -1.07846, -0.06080)
Br (3.56936, 1.15123, -0.08504)
H (-0.95096, 0.69153, 1.11533)
H (-2.12399, 0.77089, -0.38908)
H (-0.23011, 0.73096, -0.55491)

Values from the calculation:
relative energy (zero: lowest compared OMol25 entry of this formula, charge and spin) = 297.55 kJ/mol
charge = 0
gap between HOMO and LUMO (spin up / spin down) = 6.260 / 7.679 eV
electronic energy = -3125.32289 a.u.
E_HOMO (spin up / spin down) = -8.7 / -9.4 eV

No. 10
Density functional theory data (ωB97M-V with the def2-TZVPD basis set) for a single C2H3BrS molecule in a non-equilibrium geometry.

Atoms and positions in Å:
C (1.27520, -1.07493, 0.48713)
C (0.23620, -0.10653, 0.11869)
S (2.72263, -0.82456, 1.02169)
Br (0.32816, -2.95357, 1.24809)
H (-0.67954, -0.45777, -0.36625)
H (0.54337, 0.80300, -0.26120)
H (-0.00548, 0.08901, 1.19308)

Values from the calculation:
relative energy (zero: lowest compared OMol25 entry of this formula, charge and spin) = 65.29 kJ/mol
charge = 0
SMILES = CC(=S)Br
gap between HOMO and LUMO = 8.386 eV
electronic energy = -3050.15276 a.u.
E_HOMO = -9.3 eV

No. 11
Density functional theory data (ωB97M-V with the def2-TZVPD basis set) for a molecular structure, C2H3CaLiO2 in a non-equilibrium geometry.

Atoms and positions in Å:
O (-1.82455, 0.49429, 0.07403)
C (-0.77842, 0.39515, -0.65423)
C (0.15443, -0.74608, -0.37520)
O (1.39141, -0.19495, -0.08982)
H (0.19862, -1.32725, -1.32432)
H (-0.26943, -1.43772, 0.38728)
Li (2.56123, -1.03159, 0.92396)
Ca (0.60832, 2.30911, 0.37170)
H (-2.04160, 1.53905, 0.68661)

Values from the calculation:
relative energy (zero: lowest compared OMol25 entry of this formula, charge and spin) = 499.86 kJ/mol
charge = 0
gap between HOMO and LUMO (spin up / spin down) = 3.962 / 3.657 eV
electronic energy = -913.43043 a.u.
E_HOMO (spin up / spin down) = -5.1 / -4.7 eV

No. 12
Density functional theory data (ωB97M-V with the def2-TZVPD basis set) for a molecular structure, C2H3CaO2 in a non-equilibrium geometry.

Atoms and positions in Å:
C (0.83673, 0.30601, 0.42729)
C (0.01998, 0.69085, -0.70391)
O (-1.12146, -0.01168, -0.95152)
O (0.30104, -0.77024, 1.03162)
H (0.70261, 0.88213, -1.55861)
H (0.84295, -1.04992, 1.78161)
Ca (-1.61292, -1.76554, -0.01520)
H (0.03108, 1.71840, -0.01127)

Values from the calculation:
relative energy (zero: lowest compared OMol25 entry of this formula, charge and spin) = 409.15 kJ/mol
charge = +1
gap between HOMO and LUMO = 6.816 eV
electronic energy = -905.77013 a.u.
E_HOMO = -12.4 eV

No. 13
Density functional theory data (ωB97M-V with the def2-TZVPD basis set) for 2 unconnected molecules or ions with the total composition C2H3Cl2FO in a non-equilibrium geometry.

Atoms and positions in Å:
C (2.01085, -1.00665, -0.03240)
C (1.08360, 0.02702, -0.03835)
O (-0.18971, -0.17347, -0.42767)
F (1.68504, -2.27332, -0.30155)
Cl (-4.01459, 0.66789, 0.40694)
Cl (1.81970, 1.51574, 0.35298)
H (3.04622, -0.95389, 0.22359)
H (-4.73856, 1.64212, 0.00548)
H (-0.70254, 0.55454, -0.18902)

Values from the calculation:
relative energy (zero: lowest compared OMol25 entry of this formula, charge and spin) = 104.73 kJ/mol
charge = 0
SMILES = O/C(Cl)=C\F.Cl
gap between HOMO and LUMO = 9.231 eV
electronic energy = -1173.44860 a.u.
E_HOMO = -8.7 eV

No. 14
Density functional theory data (ωB97M-V with the def2-TZVPD basis set) for 2 unconnected molecules or ions with the total composition C2H3Cl2FS in a non-equilibrium geometry.

Atoms and positions in Å:
C (2.08893, -0.68389, -0.70310)
C (-3.22689, 1.77836, 1.25479)
F (-2.44580, 2.30395, 0.27888)
S (1.13379, -0.86773, 0.87635)
Cl (-0.69004, -0.70074, 0.09977)
Cl (-3.61005, 0.19466, 0.89775)
H (1.78392, 0.26278, -1.07963)
H (1.89868, -1.54807, -1.29435)
H (3.06747, -0.73930, -0.33047)

Values from the calculation:
relative energy (zero: lowest compared OMol25 entry of this formula, charge and spin) = 298.98 kJ/mol
charge = 0
gap between HOMO and LUMO = 8.497 eV
electronic energy = -1496.32333 a.u.
E_HOMO = -9.0 eV

No. 15
Density functional theory data (ωB97M-V with the def2-TZVPD basis set) for a single C2H3Cl2FS molecule in a non-equilibrium geometry.

Atoms and positions in Å:
C (-0.16570, 0.01492, -0.12547)
C (-0.09399, 3.00969, -0.38966)
F (-0.23732, 2.88969, 0.95451)
S (-0.77525, 1.15224, -1.43991)
Cl (-1.01667, 4.32847, -0.94193)
Cl (1.67181, 3.18111, -0.86154)
H (-0.91722, -0.80141, -0.00616)
H (-0.15927, 0.49773, 0.92874)
H (0.80217, -0.38138, -0.49533)

Values from the calculation:
relative energy (zero: lowest compared OMol25 entry of this formula, charge and spin) = 139.55 kJ/mol
charge = 0
SMILES = CSC(F)(Cl)Cl
gap between HOMO and LUMO = 8.873 eV
electronic energy = -1496.38406 a.u.
E_HOMO = -9.3 eV

No. 16
Density functional theory data (ωB97M-V with the def2-TZVPD basis set) for a single C2H3Cl2NO molecule in a non-equilibrium geometry.

Atoms and positions in Å:
C (-0.06431, -0.23080, 0.75271)
C (-2.40849, -0.02649, 0.26900)
N (-1.42837, -0.72513, 0.79686)
O (-1.83516, -1.82881, 1.23830)
Cl (-2.59732, 1.91544, 0.21672)
Cl (-3.20210, -0.75032, -0.97637)
H (0.14696, 0.64051, 1.26079)
H (0.10236, -0.45250, -0.36442)
H (0.68789, -0.90769, 1.35816)

Values from the calculation:
relative energy (zero: lowest compared OMol25 entry of this formula, charge and spin) = 520.43 kJ/mol
charge = 0
SMILES = C[N+]([O-])=C(Cl)Cl
gap between HOMO and LUMO (spin up / spin down) = 8.288 / 8.537 eV
electronic energy = -1128.20869 a.u.
E_HOMO (spin up / spin down) = -8.6 / -8.9 eV

No. 17
Density functional theory data (ωB97M-V with the def2-TZVPD basis set) for 2 unconnected molecules or ions with the total composition C2H3Cl2NO2 in a non-equilibrium geometry.

Atoms and positions in Å:
C (-0.10937, -0.16741, -0.06762)
C (-1.43592, -0.80306, -0.02888)
N (-2.51495, 1.55011, -0.02560)
O (-3.67419, 1.68624, 0.21325)
O (-1.62522, 2.30390, -0.30199)
Cl (-2.10063, -1.43643, -1.46458)
Cl (-2.08455, -1.40671, 1.42563)
H (0.33331, -0.14851, 0.92597)
H (0.56090, -0.67426, -0.76233)
H (-0.19748, 0.87714, -0.41328)

Values from the calculation:
relative energy (zero: lowest compared OMol25 entry of this formula, charge and spin) = 508.95 kJ/mol
charge = 0
gap between HOMO and LUMO (spin up / spin down) = 9.385 / 6.815 eV
electronic energy = -1203.45770 a.u.
E_HOMO (spin up / spin down) = -9.9 / -8.2 eV

No. 18
Density functional theory data (ωB97M-V with the def2-TZVPD basis set) for 2 unconnected molecules or ions with the total composition C2H3Cl2NO2 in a non-equilibrium geometry.

Atoms and positions in Å:
C (-0.54252, -0.54284, 0.68205)
C (1.38040, 0.06933, -0.46906)
N (-1.22842, 0.32699, -0.10619)
O (-1.69993, -0.02419, -1.20790)
O (-1.37443, 1.44509, 0.27358)
Cl (2.66999, -0.93417, 0.04004)
Cl (1.37892, 1.64478, 0.04505)
H (-0.83753, -1.49687, 0.41480)
H (-0.57466, -0.36515, 1.76887)
H (0.82817, -0.12298, -1.44126)

Values from the calculation:
relative energy (zero: lowest compared OMol25 entry of this formula, charge and spin) = 619.04 kJ/mol
charge = 0
gap between HOMO and LUMO (spin up / spin down) = 8.480 / 8.477 eV
electronic energy = -1203.41577 a.u.
E_HOMO (spin up / spin down) = -9.7 / -9.7 eV

No. 19
Density functional theory data (ωB97M-V with the def2-TZVPD basis set) for 2 unconnected molecules or ions with the total composition C2H3Cl3N2 in a non-equilibrium geometry.

Atoms and positions in Å:
C (-0.14248, 0.21172, -0.45982)
C (-0.31744, -1.23603, -0.59874)
N (-0.62909, 1.19008, -0.87574)
N (1.39003, 0.34461, 1.18039)
Cl (-2.04189, -1.51646, -0.73757)
Cl (0.04194, 0.20732, 2.35691)
Cl (1.94347, 1.89135, 1.02054)
H (0.09859, -1.78045, 0.33848)
H (0.23016, -1.58327, -1.55683)
H (-0.57327, 2.27113, -0.66763)

Values from the calculation:
relative energy (zero: lowest compared OMol25 entry of this formula, charge and spin) = 447.57 kJ/mol
charge = 0
gap between HOMO and LUMO (spin up / spin down) = 8.084 / 8.088 eV
electronic energy = -1567.92006 a.u.
E_HOMO (spin up / spin down) = -8.3 / -8.3 eV

No. 20
Density functional theory data (ωB97M-V with the def2-TZVPD basis set) for a gas-phase ion, C2H3Cl3O3P (charge -1) in a non-equilibrium geometry.

Atoms and positions in Å:
C (-0.15181, -0.68335, 0.23226)
C (-0.43127, 0.07925, 1.49369)
O (-0.23082, -0.47775, -2.52733)
O (1.23700, -0.91544, 0.12674)
O (0.58822, 1.46772, -1.17687)
P (-0.62871, 0.35655, -1.40184)
Cl (-0.05499, -0.86592, 3.01290)
Cl (-2.21055, 0.45184, 1.52818)
Cl (0.39927, 1.56240, 1.53545)
H (-0.75877, -1.56193, 0.05700)
H (1.22731, -1.02934, -0.82786)
H (1.01511, 1.61597, -2.05232)

Values from the calculation:
relative energy (zero: lowest compared OMol25 entry of this formula, charge and spin) = 0.00 kJ/mol
charge = -1
SMILES = [O-]P(O)[C@@H](O)C(Cl)(Cl)Cl
gap between HOMO and LUMO = 6.226 eV
electronic energy = -2025.73501 a.u.
E_HOMO = -3.0 eV